(1)
DFT (ωB97M-V/def2-TZVPD) results for 3 unconnected molecules or ions with the total composition C20H16ClF9O13S2 at a distorted geometry.

LUMO level (eV): -1.45
Calculated total energy (a.u.): -3905.17018
HOMO (Ha): -0.3560

XYZ file:
```
61
Properties=species:S:1:pos:R:3:forces:R:3
O 1.9063 0.0571 -1.4887 0.1 0.4 -0.1
S 2.2464 -0.8691 -0.4414 -0.2 -0.2 0.0
O 2.6912 -2.2287 -1.2084 -0.4 0.3 0.6
C 3.8937 -2.0060 -1.9663 0.6 -0.4 0.0
C 5.0340 -1.3165 -1.2126 0.5 0.2 -0.6
C 5.2642 0.1480 -1.6260 -0.4 0.2 0.5
C 4.8168 1.1549 -0.5504 -0.5 -0.1 -0.4
S 6.0674 2.3454 -0.1936 0.2 0.1 -0.1
O 7.2466 1.6979 0.2682 0.1 -0.2 0.4
O 6.1685 3.3021 -1.2397 -0.2 0.2 -0.2
Cl 5.2096 3.3050 1.4127 0.3 -0.2 0.0
O 0.8311 -1.4358 0.2206 0.3 -0.1 -0.6
C -0.2589 -1.7275 -0.5732 -0.4 -0.9 -0.1
F 0.0485 -1.9820 -1.8515 0.0 0.2 0.3
F -0.7952 -2.8711 -0.0798 0.1 0.2 -0.1
C -1.3966 -0.6731 -0.4681 0.0 0.2 0.5
F -2.3622 -0.9607 -1.3634 0.4 0.1 0.0
F -1.9082 -0.8150 0.7743 0.2 0.1 -0.2
C -1.0448 0.8365 -0.5986 -0.5 0.6 0.1
F -0.0256 1.1892 0.2112 -0.1 -0.5 -0.5
F -2.1391 1.4874 -0.1328 0.2 -0.1 -0.1
C -0.8053 1.3556 -2.0636 0.0 0.3 -0.2
F -1.8960 2.0137 -2.4845 0.4 -0.3 0.1
F 0.2282 2.1993 -2.0910 -0.3 -0.2 0.0
F -0.5823 0.3458 -2.9073 0.1 0.3 0.1
H 3.6809 -1.4794 -2.8896 -0.3 0.2 -0.1
H 4.2199 -2.9985 -2.2378 -0.1 -0.3 0.0
H 4.9510 -1.4236 -0.1382 -0.1 -0.1 0.2
H 5.9369 -1.8502 -1.4833 0.2 -0.3 0.0
H 4.6646 0.3414 -2.5059 0.1 0.2 -0.3
H 6.2993 0.3190 -1.8881 0.3 -0.1 0.0
H 3.9454 1.6997 -0.8948 -0.1 0.4 0.1
H 4.5189 0.6577 0.3629 0.3 0.1 0.4
C -5.1170 -5.6920 -1.1078 -0.1 -0.1 0.0
C -4.4129 -4.5641 -0.9440 0.0 -0.3 -0.1
C -4.9521 -3.3965 -0.1621 -0.5 0.1 0.3
O -4.2504 -2.4108 -0.0430 0.1 -0.2 -0.1
C -6.2873 -3.5062 0.4039 0.1 0.1 0.0
C -6.9904 -4.6332 0.2372 -0.1 0.3 0.2
C -6.4415 -5.8075 -0.5230 0.4 -0.1 -0.2
O -7.1388 -6.7997 -0.6136 -0.2 0.0 0.1
O -8.2125 -4.8034 0.7238 0.0 -0.1 0.0
O -3.2009 -4.3935 -1.4513 0.0 0.1 0.1
H -4.7380 -6.5362 -1.6656 0.0 0.0 0.0
H -6.6729 -2.6571 0.9500 0.0 0.0 0.0
H -8.4833 -5.7029 0.4611 0.0 -0.1 0.0
H -2.9139 -3.5021 -1.1803 0.1 0.1 0.0
C -0.2830 3.3100 2.3297 0.1 -0.1 0.0
C -1.1375 4.2228 2.8090 0.0 -0.3 -0.1
C -0.6834 5.5918 3.2326 0.4 0.2 0.0
O -1.5265 6.3669 3.6405 -0.2 -0.1 0.0
C 0.7308 5.9104 3.1354 -0.2 0.1 0.1
C 1.5885 4.9984 2.6591 0.0 0.3 0.1
C 1.1285 3.6350 2.2120 -0.5 -0.2 0.0
O 1.9623 2.8647 1.7745 0.3 0.0 0.0
O 2.8900 5.2310 2.5467 -0.1 -0.2 0.0
O -2.4361 3.9969 2.9456 0.0 0.1 0.0
H -0.6010 2.3244 2.0204 0.0 0.1 0.1
H 1.0483 6.8920 3.4568 0.0 0.0 0.0
H 3.2917 4.4227 2.1737 -0.1 0.0 -0.1
H -2.8161 4.8194 3.3074 0.0 0.1 0.0
```
Forces are in eV/Å.

(2)
DFT (ωB97M-V/def2-TZVPD) results for 3 unconnected molecules or ions with the total composition C3H12BN2O at a distorted geometry.

Net charge: +1
LUMO level (eV): -3.81
Energy relative to the best compared isomer or geometry (same formula, charge and spin) (kcal per mole): 51.7
Calculated total energy (a.u.): -330.81544
HOMO (Ha): -0.5229

XYZ file:
```
19
Properties=species:S:1:pos:R:3:forces:R:3
B 0.9154 -1.3590 1.9711 -0.1 0.5 -0.1
C 1.1438 -2.8680 1.8545 -0.9 0.4 0.3
C -1.3262 1.8175 -0.8045 0.1 2.0 -2.0
C -0.1681 -0.2787 -0.5357 2.5 -0.1 -1.3
N 0.5769 -0.1649 1.7730 -1.0 1.9 -0.3
N -1.2086 0.4372 -0.4932 -2.6 -1.0 0.4
O -0.3950 -0.1720 -3.0146 0.6 2.7 -1.4
H 0.2823 -3.1122 1.2178 0.3 -0.4 -0.2
H 0.9299 -3.3968 2.7971 0.6 0.1 -0.3
H 2.0791 -3.1225 1.3602 -0.1 -0.2 0.3
H -0.8463 2.4224 -0.0871 0.4 0.7 1.2
H -0.7779 2.0188 -1.7194 0.2 -0.1 -0.2
H -2.3345 2.2659 -1.0259 0.7 -1.3 0.7
H 0.7277 0.1703 -0.9668 -0.1 0.5 0.8
H 0.0316 -1.3559 -0.5105 -1.5 0.3 0.4
H 0.1227 0.7876 1.7439 1.4 -2.3 0.6
H -2.1251 0.0325 -0.3910 0.0 -0.8 0.5
H -0.0424 0.6239 -3.5791 -0.8 -2.7 1.3
H 0.0848 -0.9636 -3.2468 0.4 -0.2 -0.7
```
Forces are in eV/Å.

(3)
DFT (ωB97M-V/def2-TZVPD) results for a molecular structure, C39H48BrFN2O3S3 at a distorted geometry.

LUMO level (eV): -0.56
Calculated total energy (a.u.): -5718.48138
HOMO (Ha): -0.3088

XYZ file:
```
97
Properties=species:S:1:pos:R:3:forces:R:3
C 0.9424 -5.4119 -1.1085 0.4 0.6 0.4
C 0.2200 -4.0937 -0.9429 0.6 -0.6 -0.6
C 0.6822 -3.0017 -1.6663 0.7 -0.2 -0.4
C 0.1066 -1.7722 -1.5635 0.0 0.7 -0.2
C -0.9800 -1.5499 -0.7179 0.3 0.4 -0.9
C -1.4887 -0.1241 -0.6838 -0.1 0.0 0.7
C -2.5816 0.3227 0.3221 0.0 1.5 0.0
C -2.4349 -0.2320 1.7604 0.6 -0.2 0.2
C -0.9679 -0.3829 2.2466 -0.2 0.3 0.9
C -0.5247 0.7063 3.2801 0.9 -0.7 -0.7
S 0.8942 1.6716 2.6298 0.0 0.7 -0.2
C 2.1529 0.4930 2.2554 -0.2 -1.2 0.8
S 2.1393 -0.9703 2.9670 0.1 0.0 -0.1
N 3.2295 0.7922 1.3528 -1.1 1.6 -0.2
C 2.8029 0.9237 -0.0365 0.1 -0.1 0.4
C 1.8116 1.7582 -0.5248 -0.1 0.2 0.8
C 1.5656 1.7851 -1.8736 -0.9 0.9 -0.8
C 2.2778 1.0307 -2.7636 0.6 -0.7 -0.7
C 3.2566 0.1812 -2.2819 0.0 0.0 -0.5
C 3.4982 0.1516 -0.9326 1.0 -1.0 0.2
C 4.0296 1.9352 1.7946 0.0 -0.9 -0.1
C 3.6406 3.2456 1.6969 -1.0 0.7 -0.4
C 4.4706 4.2700 2.1037 -0.4 0.0 -0.3
C 5.7053 3.9468 2.6039 0.9 1.2 0.4
C 6.1075 2.6420 2.7175 0.5 -0.7 0.1
C 5.2676 1.6312 2.3095 0.2 -0.6 0.0
C -2.2559 1.8488 0.4861 0.3 -0.8 0.3
C -3.3579 2.7028 1.0808 1.6 1.6 -0.2
C -2.7227 4.0162 1.5796 -0.6 -0.5 0.4
C -3.7613 5.1017 1.9340 1.0 0.6 0.5
C -3.0963 6.4538 1.6743 0.5 -0.8 -0.3
F -3.7937 7.5002 2.2406 -0.1 0.0 -0.2
O -4.2460 3.0779 0.0021 -0.1 -1.5 0.1
S -4.6510 1.8631 -0.9856 -1.3 0.4 -0.5
O -4.0719 2.1326 -2.2618 1.1 -0.1 0.1
O -6.0699 1.8153 -0.9438 -0.5 0.0 0.0
C -4.0583 0.2435 -0.2680 0.0 -0.2 1.2
Br -5.3677 0.0306 1.2571 0.2 0.0 -0.1
C -4.3436 -1.0007 -1.1520 0.2 -0.2 -0.7
C -4.5226 -0.9531 -2.6867 -0.5 -0.3 -0.9
C -3.2901 -0.6528 -3.5410 0.5 -0.1 0.2
C -5.8138 -0.2622 -3.2054 0.2 -0.4 -0.1
C -1.4226 -2.6423 -0.0215 -1.4 0.1 0.9
C -0.8578 -3.8979 -0.1232 0.1 -0.5 0.1
H 0.9193 -5.7412 -2.1500 -0.2 -0.2 0.2
H 1.9980 -5.2195 -0.8756 -0.1 -0.2 0.0
H 0.5907 -6.1659 -0.4028 -0.1 -0.1 -0.3
H 1.5387 -3.1017 -2.3313 -0.1 -0.2 0.1
H 0.5150 -0.9528 -2.1511 -0.1 0.0 0.1
H -1.7663 0.2768 -1.6655 0.0 -0.4 0.0
H -0.5994 0.4687 -0.4231 -0.2 -0.1 0.0
H -2.9523 -1.1714 1.9513 0.0 0.1 -0.3
H -2.8914 0.4795 2.4548 -0.2 -0.1 -0.2
H -0.2120 -0.3931 1.4644 -0.3 -0.3 -0.1
H -0.8969 -1.3254 2.7942 0.1 -0.1 -0.4
H -1.3124 1.4347 3.4856 0.2 0.1 0.1
H -0.1588 0.2449 4.1987 -0.3 0.1 0.0
H 1.2430 2.3917 0.1422 0.0 -0.1 -0.1
H 0.8034 2.4407 -2.2886 0.0 0.0 0.3
H 2.1100 1.0649 -3.8349 -0.2 0.2 0.1
H 3.8312 -0.4480 -2.9531 0.0 0.1 0.0
H 4.2756 -0.5068 -0.5530 -0.1 0.1 0.1
H 2.6748 3.5204 1.2885 0.0 -0.2 0.0
H 4.1232 5.2889 1.9829 0.2 0.0 0.1
H 6.3896 4.7365 2.9040 -0.1 -0.1 0.0
H 7.0895 2.3737 3.0926 -0.1 0.2 0.0
H 5.5517 0.5850 2.3533 0.0 0.1 0.1
H -1.9384 2.2397 -0.4891 -0.3 0.3 0.1
H -1.3676 1.9371 1.1222 -0.1 -0.1 -0.1
H -3.8688 2.2807 1.9499 -0.4 -0.3 -0.5
H -2.2105 3.7394 2.5118 0.1 0.1 -0.2
H -1.9394 4.3557 0.8909 -0.3 0.1 -0.1
H -4.7083 5.0057 1.4035 0.1 0.0 0.0
H -3.9059 5.0642 3.0192 -0.5 -0.1 -0.2
H -2.9504 6.5788 0.5933 -0.4 0.4 0.1
H -2.0861 6.4402 2.1063 -0.2 0.1 0.1
H -3.5286 -1.7089 -0.9657 0.0 0.3 0.0
H -5.2204 -1.5382 -0.7899 -0.1 0.4 0.1
H -4.7368 -2.0038 -2.9360 0.2 0.0 0.5
H -2.9523 0.3874 -3.5231 -0.3 0.0 0.0
H -2.4451 -1.2681 -3.1995 -0.1 0.0 -0.1
H -3.4685 -0.9352 -4.5836 -0.1 0.1 0.1
H -6.5681 -0.2489 -2.4163 0.0 0.4 -0.1
H -6.2331 -0.8706 -4.0159 0.1 0.1 0.0
H -5.6245 0.7236 -3.6296 -0.2 0.1 0.4
H -2.2858 -2.5433 0.6305 0.1 0.0 0.0
H -1.2500 -4.7463 0.4298 -0.1 0.2 0.1
N 5.4112 -5.0212 -0.9127 0.0 -0.1 0.0
C 6.2675 -5.7399 -1.7026 0.0 0.1 0.0
C 6.5448 -6.9164 -1.0596 0.0 0.0 0.0
C 5.8236 -6.9098 0.1654 0.0 0.0 0.0
C 5.1333 -5.7295 0.2248 -0.1 0.1 0.0
H 5.0431 -4.1142 -1.1330 0.0 0.0 0.0
H 6.6044 -5.3528 -2.6493 0.0 0.0 0.0
H 7.1917 -7.6963 -1.4257 0.0 0.0 0.0
H 5.8135 -7.6835 0.9150 0.0 0.0 0.0
H 4.4709 -5.3317 0.9754 0.0 0.0 0.0
```
Forces are in eV/Å.